1.
{"formula": "C42H52ClIN6OPSTl", "method": "the ωB97M-V functional and the def2-TZVPD basis", "total_energy_ev": -100824.198, "largest_force_ev_per_a": 4.35, "species": ["Tl", "C", "C", "C", "C", "C", "C", "N", "N", "C", "C", "C", "C", "C", "N", "H", "H", "H", "H", "H", "H", "H", "H", "H", "Cl", "C", "C", "C", "I", "C", "O", "C", "N", "C", "C", "C", "C", "H", "H", "H", "H", "C", "N", "C", "C", "N", "C", "S", "H", "H", "H", "H", "H", "H", "C", "C", "C", "C", "C", "C", "P", "C", "C", "C", "C", "C", "C", "C", "C", "C", "C", "C", "C", "H", "H", "H", "H", "H", "H", "H", "H", "H", "H", "H", "H", "H", "H", "H", "H", "H", "H", "H", "H", "H", "H", "H", "H", "H", "H", "H", "H", "H", "H", "H", "H", "H"], "xyz": [[10.5241, 14.0633, 12.1120], [9.0029, 14.4698, 18.4681], [10.3806, 14.1240, 18.5801], [11.1985, 14.2042, 17.4440], [10.7034, 14.7120, 16.1906], [9.3850, 15.0413, 16.1197], [8.5310, 14.8984, 17.2025], [11.5625, 15.0002, 15.1660], [12.8233, 14.8582, 15.4209], [13.6753, 14.8963, 14.3688], [15.0766, 14.9101, 14.7437], [16.0248, 15.0736, 13.7536], [15.5720, 15.2958, 12.4615], [14.2339, 15.2217, 12.1623], [13.3111, 15.0537, 13.0689], [8.3770, 14.5765, 19.3518], [10.8751, 13.7235, 19.4549], [12.2831, 14.1737, 17.5551], [8.9621, 15.4738, 15.2092], [7.4455, 15.1752, 17.0745], [15.2226, 14.7223, 15.8455], [17.0820, 15.0240, 14.0186], [16.2387, 15.5119, 11.6486], [13.9654, 15.3610, 11.0966], [11.3794, 20.1225, 8.6881], [11.0163, 18.4944, 8.9524], [11.2621, 17.5912, 7.9631], [11.1255, 16.2225, 8.1792], [11.4392, 15.0155, 6.5658], [10.6706, 15.8162, 9.4692], [10.8321, 14.5652, 9.7483], [10.2334, 16.7707, 10.4348], [9.5945, 16.3137, 11.5661], [9.0475, 17.2309, 12.3316], [9.3366, 18.6065, 12.2832], [9.9787, 19.1227, 11.1867], [10.4259, 18.1508, 10.1961], [11.6392, 18.0323, 7.0286], [8.4530, 16.8827, 13.1564], [9.0987, 19.2915, 13.1010], [10.2908, 20.1922, 11.1568], [4.6001, 11.6408, 10.0879], [5.3033, 12.5904, 9.2757], [4.9605, 12.9700, 7.9619], [5.8751, 13.8364, 7.5054], [6.8592, 13.9318, 8.4930], [6.5313, 13.2188, 9.6339], [7.3645, 13.0348, 11.0396], [3.6419, 12.0662, 10.3738], [5.3030, 11.4957, 10.9470], [4.4050, 10.7038, 9.5451], [3.9560, 12.7159, 7.5412], [5.8802, 14.4742, 6.6173], [7.7698, 14.3791, 8.4275], [8.5804, 8.2023, 14.4380], [8.0591, 8.0732, 12.9871], [9.2165, 8.2634, 12.0114], [9.7164, 9.7399, 12.0422], [9.8694, 10.2506, 13.4850], [9.7839, 9.1379, 14.5485], [11.2883, 10.1606, 11.0286], [11.2593, 9.4353, 9.2934], [10.7902, 7.9847, 8.9865], [9.4852, 7.9408, 8.1548], [9.7227, 8.6522, 6.8206], [10.2173, 10.1130, 7.0567], [10.4547, 10.5487, 8.5147], [12.6982, 9.1978, 11.8830], [13.0638, 7.8550, 11.3575], [14.0274, 7.2321, 12.4097], [15.2126, 8.1609, 12.7839], [15.2902, 9.4273, 11.8160], [13.9365, 10.2063, 11.8771], [8.8719, 7.2455, 14.8704], [7.7895, 8.6132, 15.1140], [7.3489, 8.8925, 12.8018], [7.5934, 7.0938, 12.7012], [8.8506, 8.0118, 10.9904], [10.1068, 7.6268, 12.2921], [8.9445, 10.3580, 11.5080], [9.0398, 10.9728, 13.6753], [10.8275, 10.7961, 13.6425], [9.8900, 9.6140, 15.5540], [10.7862, 8.6756, 14.4975], [12.2898, 9.5934, 8.9739], [10.6507, 7.4541, 9.9346], [11.5916, 7.4271, 8.4167], [8.6507, 8.4770, 8.7100], [9.1008, 6.9265, 7.9824], [8.8258, 8.6398, 6.2040], [10.5084, 8.2211, 6.2006], [9.4487, 10.7796, 6.6067], [11.1574, 10.2508, 6.4235], [9.4753, 10.7023, 8.9422], [11.0416, 11.4823, 8.6322], [12.3715, 9.0775, 12.9413], [13.5953, 7.9426, 10.3945], [12.1681, 7.2032, 11.2872], [14.4570, 6.2779, 11.9401], [13.4669, 6.8952, 13.3523], [16.1642, 7.6060, 12.6532], [15.1811, 8.5002, 13.8571], [15.4683, 9.0508, 10.7922], [16.1407, 10.0479, 12.0544], [13.8677, 10.9621, 11.0400], [13.8790, 10.8012, 12.8554]], "atomic_forces_ev_per_a": [[0.0, -0.9, 0.0], [0.9, 0.5, -0.9], [-0.3, -0.2, -1.6], [-0.6, 1.2, 0.0], [1.3, -0.6, 3.5], [-1.6, 0.4, -0.9], [-1.0, 0.0, 1.3], [3.2, -0.1, -1.7], [-4.2, -0.6, 1.0], [3.3, 1.5, -2.4], [-2.4, -0.8, 0.9], [0.1, 0.0, 0.5], [0.9, -0.2, 0.1], [0.3, 0.4, -1.0], [-1.4, -0.5, 1.6], [0.0, -0.5, -0.2], [-0.4, 0.3, 0.4], [-0.4, -0.6, -0.1], [0.3, -0.2, 0.1], [1.4, -0.3, 0.2], [0.4, 0.3, -1.5], [-0.3, 0.2, -0.3], [0.4, -0.1, -0.1], [-0.3, -0.2, 0.8], [0.3, 1.6, -0.4], [-0.7, -0.4, 1.1], [0.5, 0.4, -0.6], [-1.1, 1.8, 1.1], [0.1, -0.7, -0.1], [2.0, -2.4, -1.4], [-0.9, 0.1, 0.8], [-0.4, 0.8, 0.4], [-0.6, 1.3, -1.0], [0.8, -0.5, 0.9], [0.1, 1.1, -0.8], [1.1, -0.9, 0.0], [-0.3, 0.8, -0.2], [-0.2, -0.6, 0.3], [-0.1, -0.3, 0.3], [-0.3, -0.5, -0.2], [-0.4, -1.1, -0.3], [0.6, -0.1, 0.5], [1.8, 1.4, -1.2], [-1.6, -0.2, 0.6], [0.7, 0.2, 0.0], [-0.1, -0.1, 1.0], [-1.8, -0.7, -2.3], [0.4, 0.0, 0.6], [0.0, -0.1, 0.4], [-1.0, -0.2, -0.4], [0.3, 0.3, 0.2], [1.3, 0.2, 0.4], [0.1, -0.6, 0.4], [-0.4, 0.0, 0.0], [-0.5, 0.3, 0.6], [0.4, -0.3, -0.2], [0.9, 0.4, -0.3], [-0.1, -0.4, -1.6], [-0.7, 0.7, 0.5], [1.6, 1.0, 0.3], [0.3, -0.3, 0.9], [-1.0, 1.0, 0.1], [0.1, -0.5, -0.1], [-0.3, 0.6, 0.3], [0.3, 0.7, 0.4], [0.4, 1.0, -1.4], [0.8, -1.2, -0.5], [-0.6, 2.3, 0.2], [0.4, -1.0, 0.9], [0.3, -1.7, -0.1], [0.6, 1.0, -0.3], [-1.3, -1.2, 0.5], [0.2, 0.1, 0.7], [-0.1, -0.2, -0.1], [0.4, -0.4, -0.6], [-0.1, -0.4, -0.1], [0.1, 0.8, 0.9], [0.6, 0.1, 0.6], [-1.0, 0.2, -0.4], [0.5, -0.4, 0.5], [0.6, -0.2, -0.1], [-0.6, -0.2, -0.2], [-0.6, -0.2, -0.6], [-0.6, -0.8, -0.2], [0.2, -0.2, 0.0], [0.0, 0.0, -0.4], [-0.7, 0.6, 0.5], [0.9, -0.5, -0.5], [0.4, 0.1, 0.2], [-0.1, 0.1, 0.0], [-0.1, -0.8, 0.3], [0.6, -0.1, 0.3], [-1.1, 0.0, 0.9], [-0.3, 0.2, 0.5], [-0.6, -0.4, -0.4], [0.2, 0.1, -0.6], [-0.5, -0.2, 0.2], [0.7, 0.3, -0.3], [-0.6, 1.1, 0.8], [0.6, 0.6, -1.4], [-0.5, 0.3, 0.3], [-0.1, -0.2, -1.0], [-0.1, 0.2, 0.3], [0.2, 0.3, 0.2], [0.0, -0.8, 0.8], [0.2, -0.6, -1.3]]}


2.
{"formula": "C42H52F3HgN2O3P2SSi2", "method": "the ωB97M-V functional and the def2-TZVPD basis", "total_charge": -2, "total_energy_ev": -111021.104, "largest_force_ev_per_a": 2.10, "s_squared": 0.756, "spin_multiplicity": 2, "species": ["Hg", "C", "Si", "C", "C", "N", "P", "C", "P", "N", "Si", "C", "C", "C", "C", "C", "C", "C", "C", "C", "C", "C", "C", "C", "C", "C", "C", "C", "C", "C", "C", "C", "C", "C", "C", "C", "C", "C", "H", "H", "H", "H", "H", "H", "H", "H", "H", "H", "H", "H", "H", "H", "H", "H", "H", "H", "H", "H", "H", "H", "H", "H", "H", "H", "H", "H", "H", "H", "H", "H", "H", "H", "H", "H", "H", "H", "C", "C", "C", "C", "C", "C", "C", "C", "C", "C", "H", "H", "H", "H", "H", "H", "H", "H", "H", "H", "H", "H", "H", "H", "F", "C", "F", "F", "S", "O", "O", "O"], "xyz": [[-0.0530, 0.1574, -1.1581], [-1.3753, -4.9045, 1.0025], [-0.3963, -4.0021, -0.3508], [1.1158, -5.0723, -0.5773], [-1.2752, -4.0609, -1.9993], [0.0205, -2.4470, 0.1174], [0.4836, -1.5652, 1.2978], [0.7454, 0.1036, 0.8575], [0.3871, 1.6817, 1.3362], [0.0010, 2.6041, 0.1316], [-0.5643, 4.0893, -0.3848], [-1.7467, 4.8816, 0.8650], [-1.3827, 3.9755, -2.0772], [0.8844, 5.2840, -0.5150], [-0.8331, 1.7989, 2.7102], [-2.2015, 1.7744, 2.4483], [-3.1225, 1.9381, 3.4770], [-2.6720, 2.1341, 4.7853], [-1.3128, 2.1739, 5.0505], [-0.3895, 1.9861, 4.0479], [1.9221, 2.4498, 2.0272], [3.0983, 1.7363, 2.0442], [4.3106, 2.3859, 2.2733], [4.3035, 3.7196, 2.6224], [3.1341, 4.4524, 2.5406], [1.9391, 3.8121, 2.2343], [2.1052, -2.2635, 1.8952], [3.2729, -1.6742, 1.4297], [4.5292, -2.1756, 1.6733], [4.6617, -3.3628, 2.4000], [3.5109, -4.0165, 2.7835], [2.2497, -3.4638, 2.5699], [-0.6624, -1.6476, 2.7645], [-0.1634, -1.6308, 4.0504], [-1.0553, -1.6278, 5.1241], [-2.4368, -1.7466, 4.8561], [-2.9218, -1.8004, 3.5484], [-2.0169, -1.7607, 2.5068], [-1.4592, -5.9601, 0.6718], [-2.3791, -4.5257, 1.2265], [-0.7127, -4.9381, 1.8877], [0.9121, -5.9438, -1.1857], [1.5550, -5.3264, 0.3961], [1.8130, -4.4384, -1.0790], [-1.2943, -5.0833, -2.3995], [-0.7071, -3.4235, -2.7003], [-2.3042, -3.6631, -1.9775], [-2.6438, 4.2843, 1.0745], [-1.9952, 5.8507, 0.4605], [-1.1893, 5.0790, 1.7920], [-2.3090, 3.3697, -1.9613], [-0.7752, 3.4256, -2.7854], [-1.6382, 4.9584, -2.5056], [1.2229, 5.6023, 0.4868], [0.5382, 6.2023, -1.0113], [1.6676, 4.8385, -1.0828], [-2.5320, 1.6597, 1.4308], [-4.1541, 1.9359, 3.2702], [-3.3516, 2.2373, 5.6082], [-0.9779, 2.3114, 6.0779], [0.6719, 2.0494, 4.2365], [3.0889, 0.6840, 1.8053], [5.2414, 1.8228, 2.2916], [5.2627, 4.1781, 2.9063], [3.1110, 5.5418, 2.7132], [0.9816, 4.3449, 2.1514], [3.1220, -0.8074, 0.7943], [5.4263, -1.6934, 1.2600], [5.6535, -3.7924, 2.6736], [3.5999, -4.9749, 3.3204], [1.4046, -4.0474, 2.8987], [0.9016, -1.5519, 4.2503], [-0.7202, -1.5662, 6.1323], [-3.1130, -1.6467, 5.6908], [-3.9873, -1.8655, 3.4093], [-2.3430, -1.7251, 1.4739], [2.3808, -2.6160, -4.0185], [2.5447, -1.2028, -4.5264], [3.3559, -1.1979, -5.8438], [1.2412, -0.4643, -4.7262], [-0.0035, -1.0803, -4.9353], [-1.1683, -0.3425, -5.0453], [-1.1741, 1.0393, -4.9468], [-2.4470, 1.8408, -4.9742], [0.0435, 1.6550, -4.7473], [1.2216, 0.9168, -4.6371], [3.3567, -3.0256, -3.7051], [1.9543, -3.3017, -4.7357], [1.7698, -2.6220, -3.1065], [3.1229, -0.6694, -3.7477], [2.8358, -1.8321, -6.5786], [4.3716, -1.6000, -5.6616], [3.4642, -0.1858, -6.2150], [-0.0816, -2.1746, -5.0398], [-2.0791, -0.8476, -5.2406], [-2.7909, 2.0445, -3.9460], [-3.2323, 1.2425, -5.4389], [-2.3052, 2.7705, -5.5578], [0.0891, 2.7250, -4.6785], [2.1839, 1.4265, -4.4629], [-6.8338, -0.1296, -1.4080], [-5.7504, -0.4001, -0.6879], [-6.0751, -0.0477, 0.5667], [-5.6320, -1.7391, -0.7149], [-4.1936, 0.5118, -1.2693], [-4.0151, -0.0157, -2.6077], [-4.6006, 1.9163, -1.1981], [-3.2342, 0.0868, -0.2762]], "atomic_forces_ev_per_a": [[-0.2, -0.1, -1.2], [0.3, -0.7, -0.4], [-0.3, 0.2, 0.8], [-0.1, 0.0, 0.6], [-0.3, 0.4, -0.3], [-0.4, -0.7, -0.6], [0.2, 2.0, 0.7], [-0.2, -1.6, 0.5], [0.1, 0.0, 0.1], [-0.4, -0.1, 0.0], [0.1, -0.4, 0.4], [0.4, -0.2, -0.1], [-0.8, -0.2, 0.4], [-1.0, 1.1, 0.6], [0.6, 0.3, 1.0], [0.3, 0.1, 0.2], [1.4, 0.1, 0.7], [0.1, -0.1, -0.7], [0.0, -0.2, 0.6], [-0.4, 0.1, -1.5], [-0.7, -0.5, -0.3], [0.8, -0.1, -0.2], [-0.3, -0.6, 0.7], [1.1, 0.5, -0.2], [-0.8, 0.9, 0.3], [-0.1, 0.5, 0.4], [-0.2, -0.2, 0.0], [-0.3, 0.6, -0.7], [1.0, -0.5, 0.1], [0.8, 0.0, 0.0], [-0.1, -0.6, 0.9], [0.2, -0.5, 0.0], [1.3, -0.6, -1.0], [-0.3, 0.3, 1.0], [-1.1, -0.5, -1.3], [1.0, 0.6, 0.2], [0.4, -0.1, 0.9], [-0.3, 0.3, -0.4], [-0.2, 0.3, 0.1], [0.3, 0.0, 0.1], [-0.5, 0.2, -0.1], [0.1, -0.4, 0.0], [-0.1, -0.2, -0.2], [0.8, 0.4, -0.5], [0.0, 0.1, 0.1], [-0.2, -0.2, 0.1], [0.4, -0.1, 0.0], [0.2, 0.3, -0.1], [-0.5, 0.5, -0.1], [-0.2, -0.2, 0.0], [0.3, 0.4, -0.1], [0.3, 0.0, -0.1], [0.0, -0.3, 0.1], [0.1, -0.3, -0.5], [0.2, -0.1, -0.1], [0.8, -0.3, -0.3], [-0.2, -0.1, -0.3], [-1.2, -0.1, -0.3], [-0.4, 0.1, 0.2], [0.0, 0.0, -0.1], [0.1, -0.1, 0.2], [-0.1, 0.1, 0.1], [-0.1, 0.1, 0.0], [-0.5, 0.0, -0.2], [0.2, -0.6, 0.0], [0.6, -0.1, 0.1], [0.2, 0.0, 0.0], [-0.5, -0.1, 0.2], [-0.8, 0.4, -0.4], [-0.1, 0.5, -0.3], [-0.4, 0.1, 0.1], [0.0, 0.0, -0.2], [0.3, 0.1, 0.6], [-0.3, -0.3, 0.1], [-0.2, 0.1, -0.3], [-0.1, -0.1, 0.0], [0.4, -0.2, 1.1], [0.4, 0.1, -0.4], [0.2, -0.4, 0.6], [-0.8, -0.1, 0.3], [0.6, -0.7, -0.2], [0.5, 0.2, -0.1], [-0.1, 0.1, 0.2], [-0.1, -0.1, -0.1], [0.8, -0.2, -0.1], [0.5, 0.6, 0.0], [-0.2, 0.1, -0.3], [-0.2, -0.2, -0.3], [-0.1, 0.0, -0.2], [-0.3, 0.0, -0.4], [0.2, 0.3, 0.1], [-0.4, 0.0, -0.2], [-0.1, 0.2, -0.2], [0.1, 0.6, 0.2], [-0.8, -0.5, 0.0], [0.2, 0.1, -0.4], [-0.1, 0.1, 0.0], [-0.2, -0.3, 0.4], [0.0, 0.4, 0.1], [-0.6, -0.1, 0.0], [-0.5, 0.4, -0.8], [0.4, 0.2, 0.1], [0.2, 0.0, 0.5], [0.4, -0.1, 0.1], [-1.0, 0.3, -0.1], [0.0, 0.1, 0.2], [0.3, -0.9, 0.0], [0.1, 0.0, 0.0]]}